{"formula": "C4H17N2O2", "method": "wB97M-V/def2-TZVPD", "relative_energy_ev": 8.3893, "homo_lumo_gap_ev": 3.4652, "total_charge": 1, "mol_weight_g_mol": 125.192, "e_lumo_ev": -9.84, "elements": ["N", "C", "C", "C", "N", "C", "H", "H", "H", "H", "H", "H", "H", "H", "H", "H", "H", "H", "H", "H", "H", "O", "H", "H", "O"], "xyz": [[-1.833, -0.262, -2.415], [-1.066, 0.581, 1.008], [-1.903, 1.843, 1.247], [0.081, 0.424, 2.021], [1.286, -0.087, 1.457], [1.552, -1.492, 1.111], [-2.225, -1.121, -2.783], [-1.771, 0.446, -3.134], [-0.628, 0.686, 0.005], [-1.798, -0.236, 0.996], [-2.778, 1.808, 0.595], [-1.263, 2.719, 1.065], [-2.245, 1.965, 2.282], [0.407, 1.396, 2.469], [-0.273, -0.155, 2.882], [1.404, 0.327, 0.491], [1.410, -2.160, 1.953], [0.924, -1.720, 0.254], [2.583, -1.573, 0.781], [2.501, -1.912, -2.927], [1.629, -0.931, -2.021], [1.873, -1.858, -2.200], [1.744, 1.280, -1.724], [-0.886, -0.526, -2.153], [1.273, 0.560, -1.262]], "forces_ev_per_angstrom": [[0.547, -0.422, 0.459], [-1.921, 1.081, -1.976], [0.953, 0.407, 0.750], [1.955, -0.309, 2.867], [-2.132, -1.903, -2.799], [0.877, 0.976, 2.354], [-0.356, 0.235, -0.173], [-0.113, -0.101, -0.100], [-0.013, -0.249, 0.252], [0.834, -0.485, 0.336], [0.195, 0.129, -0.056], [-0.467, -0.064, -0.277], [-0.100, -0.338, -0.152], [-0.568, -0.022, -0.827], [0.170, -0.367, -0.342], [1.350, 1.859, -0.741], [-0.532, -0.147, 0.012], [-0.528, -0.220, -0.697], [0.096, 0.146, -0.342], [-0.053, 0.163, 0.007], [0.382, 0.122, -0.116], [-0.305, -0.385, 0.276], [-0.100, 0.010, 0.487], [-0.022, 0.282, -0.111], [-0.147, -0.395, 0.910]], "lowdin_charge": [0.0603, -0.1974, -0.0740, -0.1409, 0.1236, 0.0298, 0.0300, 0.0288, 0.0758, 0.1314, 0.0972, 0.0903, 0.0893, 0.1708, 0.1504, 0.1016, 0.1158, 0.1270, 0.1214, 0.0546, -0.0402, -0.0495, 0.0518, -0.0154, -0.1324]}

***

{"formula": "C27H25MnN6O4S5Se", "method": "wB97M-V/def2-TZVPD", "relative_energy_ev": 0.0000, "homo_lumo_gap_ev": [5.7553, 6.5758], "total_charge": -1, "mol_weight_g_mol": 791.768, "spin_multiplicity": 6, "e_lumo_ev": [2.12, 1.96], "s2": 8.83, "elements": ["Mn", "O", "C", "C", "C", "C", "C", "C", "C", "O", "N", "N", "C", "C", "C", "C", "C", "C", "C", "O", "H", "H", "H", "H", "H", "H", "H", "H", "H", "H", "C", "S", "C", "C", "S", "S", "C", "S", "S", "H", "H", "H", "Se", "N", "C", "C", "C", "C", "N", "C", "N", "H", "H", "H", "C", "N", "C", "C", "C", "O", "H", "H", "H", "H", "H", "H", "H", "H", "H"], "xyz": [[0.637, -0.150, 0.590], [-2.641, -2.724, -0.769], [-3.324, -1.761, -1.422], [-4.509, -2.150, -2.053], [-5.269, -1.234, -2.747], [-4.868, 0.100, -2.833], [-3.696, 0.488, -2.219], [-2.905, -0.423, -1.509], [-1.645, 0.037, -0.891], [-1.011, -0.821, -0.112], [-1.193, 1.220, -1.149], [-0.011, 1.420, -0.443], [0.549, 2.555, -0.531], [1.777, 2.902, 0.149], [2.209, 4.230, 0.042], [3.358, 4.671, 0.660], [4.104, 3.758, 1.405], [3.705, 2.445, 1.525], [2.531, 1.978, 0.907], [2.227, 0.707, 1.064], [-1.869, -2.300, -0.343], [-4.806, -3.189, -1.967], [-6.189, -1.555, -3.221], [-5.470, 0.824, -3.367], [-3.363, 1.517, -2.263], [0.066, 3.305, -1.146], [1.602, 4.917, -0.538], [3.671, 5.704, 0.574], [5.013, 4.082, 1.902], [4.279, 1.734, 2.108], [-1.305, 5.058, 2.650], [-1.602, 4.413, 0.990], [-2.538, 2.985, 1.380], [-2.082, 1.880, 2.014], [-0.487, 1.523, 2.570], [-3.311, 0.658, 2.276], [-4.660, 1.460, 1.558], [-6.172, 0.801, 1.431], [-4.237, 3.014, 0.964], [-0.712, 5.968, 2.538], [-0.741, 4.327, 3.228], [-2.243, 5.299, 3.147], [1.699, -4.634, -0.152], [1.550, -5.120, 1.585], [1.250, -4.007, 2.251], [1.049, -3.895, 3.635], [0.736, -2.645, 4.165], [0.618, -1.535, 3.350], [0.812, -1.591, 2.014], [1.129, -2.791, 1.458], [1.335, -2.877, 0.165], [1.134, -4.775, 4.262], [0.562, -2.521, 5.226], [0.340, -0.567, 3.739], [2.797, -3.301, -3.257], [2.783, -2.131, -2.391], [3.966, -1.865, -1.584], [1.681, -1.374, -2.223], [0.428, -1.782, -2.950], [1.698, -0.374, -1.501], [3.778, -3.765, -3.188], [2.624, -3.033, -4.300], [2.055, -4.044, -2.961], [4.846, -1.794, -2.225], [4.108, -2.667, -0.856], [3.821, -0.931, -1.055], [0.610, -2.005, -4.001], [-0.292, -0.971, -2.873], [0.011, -2.679, -2.480]], "forces_ev_per_angstrom": [[-0.005, 0.694, 0.500], [-0.056, 0.034, -0.095], [0.007, -0.001, 0.008], [0.030, -0.041, 0.035], [-0.003, 0.071, -0.028], [-0.001, -0.077, 0.009], [-0.004, 0.038, 0.047], [-0.025, -0.008, -0.031], [-0.064, -0.133, 0.004], [-0.046, 0.036, -0.027], [0.046, 0.008, 0.033], [-0.157, -0.355, -0.201], [0.244, 0.202, -0.043], [-0.027, 0.092, -0.049], [-0.018, -0.004, -0.018], [-0.004, 0.048, -0.017], [0.081, -0.030, 0.064], [0.026, 0.042, 0.010], [0.076, -0.120, 0.050], [-0.125, 0.026, -0.075], [0.048, 0.042, 0.067], [-0.002, 0.051, -0.008], [0.021, 0.011, 0.020], [0.006, -0.018, 0.022], [0.000, -0.040, 0.010], [-0.003, 0.035, -0.048], [0.021, -0.026, 0.028], [-0.008, -0.023, -0.003], [-0.039, -0.012, -0.022], [-0.034, 0.019, -0.028], [0.079, 0.075, 0.097], [-0.048, 0.047, 0.045], [-0.073, 0.068, 0.039], [0.168, -0.132, -0.083], [-0.076, 0.078, 0.118], [-0.058, -0.075, -0.007], [-0.091, -0.131, -0.102], [0.098, 0.060, 0.032], [-0.009, 0.050, -0.039], [-0.012, -0.034, -0.013], [-0.021, 0.002, -0.032], [-0.008, -0.018, -0.026], [0.004, 0.017, 0.073], [0.008, 0.075, -0.093], [-0.001, 0.016, 0.120], [0.002, -0.039, 0.031], [-0.011, 0.068, -0.023], [0.054, -0.013, -0.085], [0.048, -0.396, -0.143], [-0.035, 0.125, 0.184], [-0.001, -0.314, -0.150], [-0.005, 0.044, -0.046], [0.007, -0.020, -0.019], [0.004, -0.023, 0.032], [0.006, 0.082, 0.097], [0.048, -0.025, -0.136], [-0.085, -0.078, -0.090], [0.064, -0.065, -0.083], [0.008, -0.092, 0.009], [-0.071, -0.054, 0.062], [0.004, -0.003, 0.027], [-0.006, 0.022, -0.025], [-0.025, 0.010, -0.011], [0.017, 0.001, -0.018], [0.004, -0.019, 0.007], [-0.013, 0.066, 0.052], [0.020, 0.002, -0.015], [0.002, -0.017, -0.011], [0.020, 0.081, 0.010]], "mulliken_spin": [3.9932, -0.0016, 0.0023, -0.0006, 0.0008, -0.0006, -0.0015, 0.0139, -0.0525, 0.0251, 0.0048, -0.1217, 0.0240, 0.0338, -0.0005, 0.0046, 0.0021, 0.0090, 0.0118, -0.0213, 0.0082, 0.0001, 0.0000, -0.0001, 0.0007, -0.0034, 0.0000, 0.0004, 0.0000, 0.0006, 0.0031, 0.0008, 0.0301, -0.0115, 0.0511, 0.0037, 0.0005, -0.0005, 0.0032, 0.0001, -0.0003, -0.0002, 0.2066, 0.2724, -0.0216, 0.2359, -0.0525, 0.2008, 0.0076, -0.1285, 0.1685, 0.0055, 0.0015, 0.0532, 0.0004, 0.0047, -0.0010, 0.0019, 0.0034, 0.0278, -0.0014, 0.0010, -0.0006, -0.0012, -0.0008, 0.0026, -0.0002, 0.0021, 0.0000]}

***

Which formula does entry 2 have? C27H25MnN6O4S5Se